1.
{
  "formula": "C12H30FO15P3",
  "method": "ωB97M-V with the def2-TZVPD basis set",
  "total_energy_ha": -2727.94605,
  "lumo_energy_ha": 0.009,
  "smiles": "O=C1OC[C@@H](F)O1.COP(=O)(OC)OC.COP(=O)(OC)OC.COP(=O)(OC)OC",
  "orbital_gap_ev": 9.9,
  "elements": ["C", "C", "O", "C", "O", "O", "F", "H", "H", "H", "C", "O", "P", "O", "O", "C", "O", "C", "H", "H", "H", "H", "H", "H", "H", "H", "H", "C", "O", "P", "O", "O", "C", "O", "C", "H", "H", "H", "H", "H", "H", "H", "H", "H", "C", "O", "P", "O", "O", "C", "O", "C", "H", "H", "H", "H", "H", "H", "H", "H", "H"],
  "coordinates": [[0.2249, -1.2949, -1.2817], [0.3461, -2.2295, -2.4667], [1.1942, -1.5135, -3.3584], [1.2479, -0.1720, -3.1179], [1.8278, 0.6677, -3.8568], [0.6857, 0.0474, -1.9007], [-0.7793, -2.3547, -3.0684], [0.9569, -1.5658, -0.5209], [-0.7911, -1.2323, -0.8918], [0.7168, -3.2045, -2.1505], [1.4758, 2.3577, 0.3988], [2.7806, 2.9318, 0.2669], [3.9991, 1.9923, -0.2884], [5.3669, 2.6095, -0.1980], [3.6150, 1.9122, -1.8695], [3.1373, 3.0516, -2.5960], [3.8151, 0.4782, 0.3047], [4.1665, -0.6789, -0.4112], [1.3321, 1.4001, 0.8994], [1.0069, 2.3011, -0.5835], [0.9621, 3.0314, 1.0847], [3.4268, 3.0725, -3.6466], [3.4486, 3.9814, -2.1201], [2.0567, 2.9083, -2.5919], [5.2172, -0.9091, -0.2344], [4.0300, -0.6698, -1.4926], [3.5118, -1.4797, -0.0675], [-4.3148, 1.4078, 1.7140], [-3.8940, 1.7220, 0.3679], [-2.4777, 2.4500, 0.0729], [-1.9332, 2.9209, 1.3608], [-1.5898, 1.4147, -0.8779], [-2.3186, 0.8121, -2.0042], [-2.9270, 3.5574, -1.0212], [-2.0123, 4.4506, -1.5954], [-5.3371, 1.7355, 1.9028], [-3.7261, 1.7427, 2.5680], [-4.3797, 0.3296, 1.8599], [-2.0380, -0.1771, -2.3658], [-2.0582, 1.5286, -2.7833], [-3.4026, 0.9248, -2.0230], [-2.0338, 4.0755, -2.6185], [-1.0032, 4.2177, -1.2551], [-2.3038, 5.4805, -1.3893], [-1.0584, -5.3220, 1.4128], [0.0310, -4.4161, 1.5801], [-0.2083, -3.0185, 2.3789], [0.8476, -2.0185, 2.1435], [-1.7093, -2.5741, 1.7363], [-1.9073, -1.1883, 1.6407], [-0.5104, -3.2700, 3.9615], [0.5753, -3.2435, 4.8574], [-2.1022, -5.0098, 1.4429], [-0.8946, -6.2711, 1.9232], [-0.9991, -5.5627, 0.3513], [-2.5736, -0.8949, 2.4519], [-2.4457, -0.9029, 0.7369], [-0.9884, -0.6029, 1.6736], [0.5330, -2.4137, 5.5630], [1.5932, -3.2171, 4.4685], [0.5885, -4.1055, 5.5244]],
  "atomic_forces_ev_per_a": [[1.437, 1.663, -0.967], [2.704, 1.825, 1.574], [0.729, -0.636, -0.669], [1.968, 1.961, -0.967], [-2.916, -3.630, 3.092], [-0.628, -1.157, 0.224], [-3.703, -0.833, -1.804], [-0.181, 0.325, 0.176], [0.264, 0.332, -0.075], [0.496, -0.003, -0.558], [-1.009, 0.720, 0.344], [1.695, -2.125, 0.565], [1.428, 1.552, -1.907], [-2.407, -1.129, 0.859], [0.439, -1.110, 0.772], [-0.746, -0.079, 0.509], [-0.654, 2.675, -0.644], [0.337, -1.062, -0.472], [1.011, -0.348, -0.177], [-0.137, 0.075, 0.108], [-0.295, 0.246, -0.459], [0.485, -0.534, 0.240], [-0.091, -0.033, 0.019], [-0.103, 0.631, -0.075], [-0.068, -0.162, 0.157], [-0.129, 0.769, -0.096], [0.222, -0.044, 0.375], [-0.658, -0.740, 0.605], [0.702, 0.161, 0.007], [-1.089, -0.144, -0.215], [0.864, -0.360, -1.395], [-1.739, -0.198, 1.723], [0.138, 2.294, -1.382], [-1.146, -1.703, 2.419], [0.967, -1.006, -0.716], [0.058, 0.466, -0.538], [0.545, 0.586, -0.698], [0.203, -0.171, -0.548], [0.391, 0.035, 0.934], [0.184, -0.419, -0.621], [-0.057, -0.332, 1.029], [0.202, 1.288, -0.536], [0.159, 0.488, 0.266], [0.083, -0.172, -0.351], [-0.115, -1.430, -2.007], [-0.719, 1.785, 1.851], [-1.478, 0.494, -0.778], [-0.372, -0.866, -0.011], [2.719, -1.613, 0.929], [-0.824, 1.390, 0.457], [-0.127, -0.144, -2.193], [1.418, -0.135, 1.916], [0.330, 0.807, 1.031], [0.040, 0.371, 0.452], [0.175, -0.340, -0.151], [0.211, 0.209, 0.201], [0.075, -0.477, -0.314], [0.038, -0.134, 0.095], [-0.467, 0.395, -0.409], [-0.304, 0.126, -0.850], [-0.552, -0.399, -0.344]]
}

2.
{
  "formula": "C12H30N2O4Rb",
  "method": "ωB97M-V with the def2-TZVPD basis set",
  "total_charge": 1,
  "total_energy_ha": -909.49892,
  "lumo_energy_ha": -0.099,
  "orbital_gap_ev": 9.3,
  "elements": ["Rb", "C", "O", "C", "C", "N", "C", "C", "O", "C", "H", "H", "H", "H", "H", "H", "H", "H", "H", "H", "H", "H", "H", "H", "H", "C", "O", "C", "C", "N", "C", "C", "O", "C", "H", "H", "H", "H", "H", "H", "H", "H", "H", "H", "H", "H", "H", "H", "H"],
  "coordinates": [[-0.9456, 1.9013, 0.8577], [1.9342, 4.5703, 1.2974], [1.6035, 3.4433, 0.5071], [2.6647, 2.7437, -0.1155], [2.0741, 2.1956, -1.4044], [1.0255, 1.2187, -1.0611], [0.6222, 0.3888, -2.2208], [1.7425, -0.5274, -2.7707], [1.2326, -1.6085, -3.5070], [0.6599, -2.6185, -2.7019], [2.8909, 4.4119, 1.8017], [1.1126, 4.8042, 1.9669], [2.1097, 5.4577, 0.6757], [3.1473, 2.0117, 0.5397], [3.4671, 3.4472, -0.3749], [2.8981, 1.7598, -1.9840], [1.5923, 2.9707, -1.9991], [1.4451, 0.5367, -0.4281], [0.2865, 1.0402, -3.0289], [-0.2282, -0.2214, -1.9117], [2.3899, -0.8492, -1.9466], [2.3348, 0.0638, -3.4644], [-0.1251, -2.2322, -2.0541], [1.4681, -3.1009, -2.1272], [0.3279, -3.4305, -3.3463], [-5.6734, -0.5983, 0.0631], [-4.9699, -0.5412, 1.2909], [-3.5870, -0.5978, 1.0773], [-2.9096, -0.8077, 2.4325], [-1.4140, -0.7294, 2.2579], [-0.9121, -1.6315, 1.1722], [0.5492, -2.0392, 1.2482], [1.4056, -0.9179, 1.1417], [2.7612, -1.3337, 1.2740], [-5.3072, 0.2000, -0.6010], [-6.7394, -0.4666, 0.2000], [-5.4506, -1.5247, -0.4793], [-3.1735, 0.2971, 0.5827], [-3.4036, -1.4234, 0.3806], [-3.0041, -1.8414, 2.7794], [-3.3068, -0.1453, 3.1953], [-0.9375, -1.1143, 3.0674], [-0.9691, -1.0304, 0.2562], [-1.5504, -2.5176, 1.1336], [0.6593, -2.6808, 0.3649], [0.8092, -2.6318, 2.1308], [3.0145, -2.0899, 0.5230], [3.0067, -1.7536, 2.2497], [3.3719, -0.4576, 1.0594]],
  "atomic_forces_ev_per_a": [[0.168, 0.247, 0.224], [0.966, 0.350, -0.588], [-0.738, -0.224, 0.643], [0.047, 1.393, -0.874], [0.203, -0.821, 0.475], [0.407, -0.833, -0.713], [0.223, 0.172, 0.095], [-0.516, 0.560, -0.035], [-0.229, 0.008, -0.093], [1.143, -0.489, -0.167], [-0.278, -0.107, 0.503], [0.065, -0.219, 0.226], [-0.191, -0.107, -0.166], [-0.406, -0.313, 0.038], [-0.080, 0.038, -0.050], [-0.111, -0.017, -0.084], [0.276, 0.265, 0.090], [-0.069, 0.165, 0.247], [-0.136, 0.017, 0.039], [-0.039, 0.006, -0.042], [0.055, -0.211, 0.104], [0.235, -0.167, -0.071], [-0.165, -0.225, 0.051], [-0.214, 0.280, 0.401], [-0.471, 0.350, -0.156], [0.706, 0.349, -0.694], [-0.171, 0.327, -0.018], [-0.274, -0.562, 0.522], [1.595, -1.570, -0.659], [0.679, 0.230, -0.248], [-0.327, 1.335, 0.448], [-0.580, -0.114, -0.199], [0.028, -0.327, 0.334], [0.227, 0.226, -0.669], [-0.208, 0.092, 0.085], [-0.018, -0.117, 0.335], [-0.224, -0.180, 0.232], [-0.351, 0.211, 0.018], [0.328, -0.073, 0.113], [-1.133, 0.032, -0.045], [0.246, 0.282, -0.056], [-0.448, 0.448, 0.477], [-0.351, -0.536, -0.316], [0.165, -0.180, -0.384], [0.364, -0.154, 0.093], [-0.148, 0.046, 0.143], [-0.117, -0.038, -0.035], [-0.211, 0.179, 0.192], [0.076, -0.025, 0.239]]
}

3.
{
  "formula": "C12H30NO15P3Pt",
  "method": "ωB97M-V with the def2-TZVPD basis set",
  "spin_multiplicity": 4,
  "total_charge": -1,
  "total_energy_ha": -2801.91135,
  "lumo_energy_ha": [0.086, 0.085],
  "orbital_gap_ev": [6.5, 7.0],
  "elements": ["Pt", "P", "O", "O", "O", "O", "N", "O", "O", "O", "C", "C", "O", "P", "O", "O", "C", "C", "O", "C", "C", "H", "H", "H", "H", "H", "H", "H", "H", "H", "H", "H", "H", "H", "H", "H", "C", "C", "O", "P", "O", "O", "C", "C", "O", "C", "C", "H", "H", "H", "H", "H", "H", "H", "H", "H", "H", "H", "H", "H", "H", "H"],
  "coordinates": [[0.6237, 4.7236, -29.3767], [-1.6150, 4.6081, -30.0668], [-0.8894, 6.0026, -30.0360], [-1.2199, 4.2528, -28.6499], [-0.5354, 4.2523, -30.9853], [-2.9642, 5.1975, -30.6692], [2.6402, 7.2849, -28.5567], [3.6468, 7.4292, -29.2892], [2.6558, 7.8307, -27.5134], [1.7500, 6.4598, -28.8495], [3.9528, 1.3449, -24.1427], [2.7458, 0.8541, -24.9067], [2.5717, 1.5098, -26.1957], [1.6006, 2.8475, -26.3551], [1.5841, 3.4163, -27.7221], [0.1666, 2.5447, -25.6142], [-0.9132, 2.0478, -26.3485], [-1.4088, 0.6465, -25.8186], [2.1871, 3.8236, -25.2272], [2.6710, 5.1658, -25.4955], [3.7523, 5.5851, -24.4897], [3.8465, 2.3440, -23.7202], [4.2708, 0.5323, -23.4894], [4.7422, 1.4422, -24.8881], [3.0618, -0.1690, -25.1104], [1.8197, 0.9664, -24.3430], [-1.8483, 2.5977, -26.2424], [-0.7988, 1.9335, -27.4265], [-0.5457, -0.0046, -25.6796], [-1.9476, 0.7026, -24.8727], [-2.0170, 0.2180, -26.6151], [3.2965, 5.1401, -26.3878], [1.9267, 5.9550, -25.6011], [3.3034, 5.7888, -23.5175], [4.5349, 4.8564, -24.2784], [4.1666, 6.5279, -24.8469], [6.4938, 3.7196, -28.9161], [4.9611, 3.5369, -28.9205], [4.5985, 2.5052, -29.7965], [3.3188, 2.7497, -30.8402], [2.3014, 3.7619, -30.3838], [4.0465, 3.1673, -32.2271], [4.5232, 4.3998, -32.5542], [6.0661, 4.3559, -32.9264], [2.6520, 1.3173, -31.1428], [3.0933, 0.2271, -31.9869], [2.5682, 0.3801, -33.4123], [6.5506, 4.6145, -28.2964], [7.0425, 2.9367, -28.3926], [6.9390, 3.8065, -29.9072], [4.5116, 3.3521, -27.9448], [4.4553, 4.4269, -29.2949], [3.8862, 4.7761, -33.3548], [4.5247, 5.1894, -31.8027], [6.1417, 3.4710, -33.5582], [6.4942, 5.2095, -33.4519], [6.7070, 4.2928, -32.0469], [4.1618, 0.0180, -31.9359], [2.7063, -0.6955, -31.5542], [2.5865, -0.5362, -34.0022], [1.5263, 0.6897, -33.4939], [3.0121, 1.1823, -34.0018]],
  "atomic_forces_ev_per_a": [[4.264, 1.105, 1.700], [-9.661, 5.196, -1.360], [1.855, 5.157, 0.465], [-3.145, -2.855, 2.200], [1.688, -4.784, -5.730], [2.055, -3.982, 2.063], [2.875, -1.958, -2.191], [-0.354, -0.290, -1.266], [-1.216, 2.184, 4.123], [-0.059, 0.965, 0.019], [0.341, 0.621, -0.885], [0.271, 0.405, -0.157], [-1.385, 1.327, -0.144], [0.265, 0.351, 1.328], [0.562, -1.662, 1.763], [2.027, 0.419, -0.925], [-2.804, -2.597, -0.159], [1.312, 0.619, -0.448], [-0.269, 0.009, -0.208], [2.307, -0.059, -0.396], [-1.165, 0.101, 0.996], [-0.114, -0.327, 0.485], [-0.078, 0.443, 0.525], [0.236, -0.038, -0.054], [-1.035, -0.216, -0.411], [0.008, -0.459, 0.015], [0.656, 1.168, 0.112], [0.775, 0.441, 0.076], [0.032, -0.207, 0.029], [-0.061, 0.114, -0.117], [-0.235, -0.051, 0.224], [-0.804, -0.138, -0.701], [-0.366, -0.544, 0.017], [-0.067, 0.119, 0.181], [0.013, -0.129, -0.567], [0.142, -0.103, -0.064], [-1.169, 0.009, 0.931], [0.397, 0.936, -0.309], [-2.430, -1.630, -2.440], [-0.106, 0.967, 0.708], [3.269, -2.368, -1.308], [-1.109, -2.939, 1.696], [2.378, 3.421, -0.799], [-1.174, -0.752, -0.239], [1.190, 0.993, 0.220], [-0.268, -0.336, -0.446], [-0.483, 0.582, -0.585], [0.807, 0.322, -0.306], [-0.269, -0.225, 0.040], [-0.291, 0.384, 0.083], [0.361, -0.173, 0.221], [0.338, 0.531, 0.294], [0.349, 0.067, -0.288], [-0.885, -0.376, 0.688], [0.641, -0.056, 0.009], [-0.722, 0.202, -0.260], [-0.308, -0.499, 0.154], [0.265, 0.823, -0.123], [-0.576, 0.270, 0.218], [0.481, -0.183, 0.226], [-0.292, -0.183, 0.846], [0.738, -0.129, 0.230]]
}

4.
{
  "formula": "C12H31BO2P",
  "method": "ωB97M-V with the def2-TZVPD basis set",
  "total_charge": -1,
  "total_energy_ha": -992.40245,
  "lumo_energy_ha": 0.083,
  "orbital_gap_ev": 5.3,
  "elements": ["C", "C", "B", "P", "C", "C", "H", "H", "H", "H", "H", "H", "H", "H", "H", "H", "H", "C", "C", "O", "C", "C", "H", "H", "H", "H", "H", "H", "H", "H", "H", "H", "C", "C", "O", "C", "C", "H", "H", "H", "H", "H", "H", "H", "H", "H", "H"],
  "coordinates": [[1.2506, 5.9668, 5.0472], [2.0858, 5.5972, 4.0246], [2.8321, 4.1805, 3.9985], [1.8402, 3.0288, 2.7663], [2.7396, 1.3947, 2.9344], [2.3147, 3.5112, 1.0361], [1.6235, 5.9094, 6.0697], [0.1960, 6.2167, 4.9219], [2.2222, 6.3047, 3.1944], [2.7148, 3.6183, 5.0846], [4.0419, 4.1845, 3.7250], [3.4065, 1.4536, 3.7957], [2.0137, 0.5943, 3.0730], [3.3568, 1.2031, 2.0532], [2.1784, 2.6245, 0.4088], [1.6525, 4.2855, 0.6522], [3.3662, 3.8053, 0.9546], [-2.7987, 0.4811, -1.5325], [-1.2778, 0.4861, -1.5148], [-0.7138, 1.1403, -0.3999], [-1.0500, 0.5998, 0.8682], [-0.6163, -0.8456, 1.0483], [-3.1823, 1.4992, -1.4510], [-3.1591, 0.0410, -2.4641], [-3.2145, -0.0988, -0.7068], [-0.9093, 1.0283, -2.3867], [-0.8965, -0.5405, -1.5980], [-2.1254, 0.7054, 1.0554], [-0.5374, 1.2207, 1.6037], [-1.1438, -1.5200, 0.3677], [-0.8230, -1.1707, 2.0686], [0.4534, -0.9475, 0.8577], [-1.8251, -5.6510, -4.5317], [-1.1738, -4.2793, -4.5988], [-1.7233, -3.3339, -3.7025], [-1.6349, -3.6612, -2.3260], [-0.2120, -3.8276, -1.8219], [-2.9035, -5.5685, -4.6754], [-1.4161, -6.2958, -5.3108], [-1.6514, -6.1394, -3.5719], [-1.3246, -3.8511, -5.5903], [-0.0906, -4.3651, -4.4537], [-2.2308, -4.5546, -2.1052], [-2.1076, -2.8307, -1.7998], [0.2895, -4.6824, -2.2789], [-0.2131, -3.9806, -0.7422], [0.3762, -2.9368, -2.0472]],
  "atomic_forces_ev_per_a": [[0.386, -0.151, -0.407], [0.282, 0.392, 0.772], [1.371, 0.501, 0.800], [-0.748, -0.057, 0.090], [0.209, 0.476, -0.090], [0.291, -0.525, 0.017], [-0.619, -1.454, 0.130], [0.395, 1.513, -0.141], [-1.289, -0.724, -0.805], [-0.153, -0.067, -0.055], [-0.134, -0.007, -0.316], [-0.056, -0.105, 0.062], [0.117, -0.141, -0.030], [-0.053, -0.126, -0.020], [-0.105, 0.081, -0.089], [0.094, 0.133, 0.060], [-0.050, 0.190, 0.017], [-0.022, -0.012, 0.070], [-0.015, -0.046, -0.035], [0.011, 0.040, -0.032], [0.052, -0.020, 0.184], [-0.043, -0.065, -0.179], [0.003, 0.003, -0.021], [0.015, 0.010, -0.012], [0.003, -0.034, -0.023], [0.043, 0.022, 0.032], [-0.026, -0.010, -0.002], [-0.008, -0.039, -0.021], [0.050, 0.138, -0.102], [-0.029, -0.028, 0.055], [0.023, 0.023, 0.014], [0.011, 0.026, 0.049], [-0.046, 0.011, 0.089], [0.061, -0.034, -0.049], [-0.084, 0.078, -0.015], [0.035, -0.010, 0.127], [0.058, -0.021, -0.114], [0.004, 0.000, -0.027], [-0.004, 0.012, -0.015], [0.040, -0.017, -0.017], [-0.017, 0.034, 0.018], [-0.005, -0.022, 0.029], [0.030, -0.023, -0.009], [-0.031, 0.035, -0.082], [-0.026, -0.035, 0.040], [-0.010, 0.031, 0.006], [-0.012, 0.021, 0.049]]
}